C59H57Ge2N5O2S2Sr as an isolated structure, computed with the ωB97M-V functional and the def2-TZVPD basis.

Element x y z (Å)
Sr1 -0.099 -0.654 -0.111
Ge1 1.813 1.796 -0.906
Ge2 -0.961 2.492 -0.764
S1 -1.522 1.005 5.908
S2 -2.153 -1.946 -5.311
O1 1.291 -1.738 4.757
O2 -0.670 -4.082 -1.487
N1 0.184 -2.249 1.452
N2 1.421 -0.395 2.932
N3 -2.169 -1.132 -0.932
N4 0.681 -2.301 -1.409
N5 -2.051 -0.354 1.716
C1 -1.322 3.015 1.058
C2 4.323 -2.734 -4.445
C3 -0.198 -3.050 -0.828
C4 -0.544 -3.051 0.672
C5 -3.249 -2.278 -2.771
C6 0.096 -4.172 -2.754
C7 5.112 -3.405 -3.521
C8 -0.659 -3.380 3.367
C9 6.157 0.505 3.800
C10 -3.023 -1.231 1.344
C11 2.395 -3.062 -3.037
C12 6.478 -0.179 2.631
C13 -2.896 0.159 5.328
C14 1.321 3.412 -1.828
C15 2.174 -0.633 5.188
C16 4.545 -3.907 -2.351
C17 -1.519 7.437 -3.346
C18 0.048 3.775 -1.736
C19 -3.084 -1.655 -0.060
C20 -0.521 5.037 -2.306
C21 3.036 2.406 0.470
C22 0.113 -2.401 2.771
C23 -1.346 -4.074 1.168
C24 -2.971 -0.352 3.943
C25 -0.521 6.744 -4.020
C26 -0.061 3.216 1.905
C27 5.466 -0.707 1.847
C28 -3.976 -1.719 2.225
C29 -3.451 2.986 -2.075
C30 -2.274 -1.433 -2.229
C31 -2.207 1.216 7.452
C32 -4.314 -3.209 -4.895
C33 3.190 -3.738 -2.112
C34 -2.532 1.823 -1.666
C35 3.807 0.105 3.404
C36 4.137 -0.561 2.232
C37 -2.969 -2.586 -6.666
C38 3.469 3.851 0.224
C39 -4.963 -2.677 1.760
C40 -4.132 -2.833 -1.863
C41 -4.109 -3.235 -6.306
C42 0.983 -1.433 3.497
C43 -1.525 5.741 -1.645
C44 -2.044 0.065 2.965
C45 -5.014 -3.060 0.474
C46 -1.403 -4.223 2.547
C47 -3.842 0.057 6.303
C48 2.964 -2.558 -4.198
C49 4.831 0.643 4.183
C50 2.660 0.579 -2.182
C51 -3.330 -2.544 -4.222
C52 3.998 1.201 -2.586
C53 -0.024 5.558 -3.499
C54 -3.928 -1.255 3.549
C55 2.378 0.204 3.901
C56 -3.448 0.666 7.530
C57 0.923 -2.881 -2.780
C58 -4.078 -2.523 -0.496
C59 -2.017 6.937 -2.152
H1 0.564 4.022 1.514
H2 -1.914 3.931 1.000
H3 -2.964 3.670 -2.768
H4 -1.533 -0.970 -2.887
H5 -5.172 -3.665 -4.414
H6 4.166 4.171 1.003
H7 -4.060 0.694 8.420
H8 6.169 -3.544 -3.712
H9 4.519 0.551 -3.294
H10 -0.312 3.477 2.938
H11 -1.962 2.247 1.496
H12 -0.648 -3.490 4.444
H13 5.159 -4.436 -1.632
H14 -2.005 -5.010 2.982
H15 3.979 3.975 -0.735
H16 -4.804 -0.419 6.157
H17 -1.658 1.738 8.222
H18 -3.050 1.142 -0.986
H19 3.096 -1.079 5.541
H20 2.347 -2.025 -4.915
H21 6.942 0.926 4.414
H22 5.708 -1.237 0.933
H23 -4.781 -3.704 -7.012
H24 -4.660 -1.619 4.263
H25 2.102 1.247 4.048
H26 2.571 2.305 1.452
H27 -1.906 8.363 -3.752
H28 -1.923 5.368 -0.710
H29 -5.770 -3.760 0.139
H30 -4.899 -3.521 -2.205
H31 4.662 1.346 -1.731
H32 0.528 -2.182 -3.519
H33 -2.562 -2.446 -7.657
H34 1.679 -0.106 5.998
H35 3.866 2.172 -3.068
H36 4.761 -2.352 -5.358
H37 3.891 1.730 0.464
H38 -4.345 2.592 -2.564
H39 -2.784 7.479 -1.614
H40 -1.255 0.763 3.233
H41 3.354 -0.964 1.607
H42 -0.129 7.128 -4.954
H43 -5.681 -3.065 2.474
H44 2.754 -4.130 -1.197
H45 2.809 -0.420 -1.758
H46 7.513 -0.292 2.334
H47 0.714 -5.062 -2.686
H48 0.565 2.328 1.940
H49 -3.782 3.573 -1.215
H50 4.593 1.180 5.098
H51 -1.903 -4.723 0.506
H52 -2.228 1.242 -2.539
H53 2.627 4.547 0.228
H54 0.751 5.020 -4.036
H55 1.988 0.461 -3.038
H56 2.046 4.061 -2.326
H57 -0.608 -4.267 -3.576

Values from the calculation:
**HOMO-LUMO gap**: 6.3 eV
**Highest occupied orbital energy**: -12.0986 eV
**Total charge**: +2

A 10-piece molecular cluster, C35H89N5O21P4 overall, computed with the ωB97M-V functional and the def2-TZVPD basis.

Element x y z (Å)
P1 -22.209 26.514 3.071
P2 -27.718 16.301 9.636
P3 -28.207 26.533 2.490
P4 -22.974 21.656 8.152
O1 -26.560 16.417 10.723
O2 -27.964 24.971 2.597
O3 -24.356 21.432 7.713
O4 -28.080 27.279 3.761
O5 -27.134 26.982 1.350
O6 -27.000 16.593 8.263
O7 -21.484 25.089 2.802
O8 -28.028 14.744 9.459
O9 -23.752 26.086 3.211
O10 -23.387 23.014 0.222
O11 -28.877 17.184 9.872
O12 -29.609 26.702 1.721
O13 -27.888 24.822 -3.237
O14 -30.872 22.235 -0.690
O15 -26.718 18.870 -0.544
O16 -21.892 21.970 7.019
O17 -21.723 26.890 4.566
O18 -22.331 20.490 9.038
O19 -29.114 20.563 4.167
O20 -22.846 22.911 9.095
O21 -21.983 27.566 2.073
N1 -25.492 17.013 0.012
N2 -30.707 22.067 1.534
N3 -24.986 20.376 3.920
N4 -23.359 22.742 -2.027
N5 -27.576 25.261 -1.047
C1 -26.630 17.699 -0.194
C2 -24.158 17.577 -0.008
C3 -25.754 15.268 11.038
C4 -21.158 20.709 3.803
C5 -23.568 20.142 3.463
C6 -28.828 21.205 5.347
C7 -23.158 24.223 8.629
C8 -30.331 21.705 0.287
C9 -27.909 16.925 -0.019
C10 -29.217 14.424 8.703
C11 -20.077 24.998 2.672
C12 -23.168 19.632 9.819
C13 -23.511 23.475 -0.902
C14 -29.323 20.613 0.106
C15 -26.037 21.270 1.922
C16 -23.042 21.330 -2.009
C17 -28.423 24.171 3.703
C18 -25.244 21.848 4.080
C19 -25.332 19.591 5.166
C20 -26.091 27.902 1.657
C21 -23.952 24.897 -1.120
C22 -31.764 22.994 1.898
C23 -29.842 22.157 5.994
C24 -20.562 27.740 4.714
C25 -27.914 25.602 -2.300
C26 -22.530 20.562 4.494
C27 -30.186 25.613 0.971
C28 -26.452 17.899 8.051
C29 -21.139 21.660 2.603
C30 -25.372 22.403 2.666
C31 -28.217 27.104 -2.469
C32 -27.170 23.895 -0.724
C33 -20.484 22.003 7.345
C34 -25.908 19.997 2.778
C35 -24.022 25.034 4.169
H1 -23.522 23.177 -2.916
H2 -24.100 25.247 -2.137
H3 -25.967 14.413 10.400
H4 -27.867 16.131 0.723
H5 -27.004 18.444 7.285
H6 -23.173 25.513 -0.659
H7 -20.753 19.718 3.547
H8 -21.668 21.326 1.712
H9 -25.790 14.999 12.089
H10 -25.490 17.719 7.563
H11 -23.616 17.598 0.943
H12 -26.216 21.874 4.582
H13 -22.706 21.537 4.931
H14 -24.729 15.547 10.781
H15 -22.244 24.815 8.590
H16 -19.807 27.181 5.266
H17 -24.379 22.535 2.239
H18 -24.824 25.023 -0.483
H19 -32.009 23.762 1.170
H20 -26.861 19.760 3.266
H21 -24.236 19.791 9.683
H22 -30.953 25.135 1.579
H23 -30.648 21.625 6.509
H24 -23.354 20.924 -1.049
H25 -22.938 19.874 10.859
H26 -32.642 22.363 2.053
H27 -29.620 15.213 8.062
H28 -26.115 28.365 2.642
H29 -28.935 13.688 7.951
H30 -29.144 19.942 0.949
H31 -25.521 16.015 0.111
H32 -19.792 24.850 1.628
H33 -27.285 27.631 -2.673
H34 -23.542 20.777 -2.802
H35 -28.003 23.194 -0.778
H36 -23.551 25.354 5.104
H37 -26.387 23.568 -1.407
H38 -24.114 18.560 -0.465
H39 -22.439 19.759 5.223
H40 -21.333 22.679 2.932
H41 -29.560 19.895 -0.678
H42 -24.812 20.124 5.962
H43 -28.262 16.521 -0.971
H44 -26.399 19.628 5.379
H45 -23.630 24.306 7.650
H46 -29.471 24.849 0.674
H47 -19.538 25.847 3.087
H48 -25.092 24.941 4.316
H49 -27.067 21.450 1.629
H50 -28.901 27.191 -3.308
H51 -23.457 19.081 3.235
H52 -26.237 28.730 0.957
H53 -28.652 24.759 4.591
H54 -25.971 23.307 2.601
H55 -22.901 18.594 9.635
H56 -23.520 16.899 -0.585
H57 -29.954 14.159 9.453
H58 -28.653 17.687 0.208
H59 -20.118 21.748 2.207
H60 -28.427 21.147 -0.216
H61 -23.830 24.664 9.361
H62 -30.394 22.682 5.202
H63 -19.897 21.625 6.515
H64 -26.335 18.493 8.952
H65 -21.963 21.197 -2.130
H66 -28.613 27.510 -1.539
H67 -20.157 28.117 3.780
H68 -23.513 24.102 3.921
H69 -27.323 25.913 -0.326
H70 -26.816 24.003 0.303
H71 -30.603 26.055 0.070
H72 -30.249 21.575 2.301
H73 -29.397 22.872 6.687
H74 -19.741 24.092 3.179
H75 -24.552 22.315 4.777
H76 -25.636 19.103 2.218
H77 -27.862 21.761 5.327
H78 -20.912 28.548 5.354
H79 -25.458 21.015 1.031
H80 -20.339 21.397 8.236
H81 -27.643 23.438 3.883
H82 -29.355 23.676 3.432
H83 -20.271 20.972 4.392
H84 -31.428 23.482 2.812
H85 -28.590 20.445 6.123
H86 -25.000 18.595 4.882
H87 -23.465 20.649 2.505
H88 -20.194 23.035 7.540
H89 -25.097 27.492 1.488

Values from the calculation:
**HOMO-LUMO gap**: 5.9 eV
**Highest occupied orbital energy**: -6.0148 eV

A 2-piece molecular cluster, C4H6N2O overall, computed with the ωB97M-V functional and the def2-TZVPD basis.

Element x y z (Å)
O1 0.357 2.039 0.653
N1 -1.681 -1.155 -1.370
N2 2.262 -0.071 -0.345
C1 -0.824 -0.250 -0.941
C2 2.010 -0.853 0.439
C3 -0.731 -0.121 0.516
C4 -0.195 0.952 1.114
H1 0.484 2.090 -0.352
H2 -1.481 -0.850 1.027
H3 -0.069 0.796 2.221
H4 -0.215 0.300 -1.684
H5 1.899 -1.678 1.107
H6 -1.817 -1.197 -2.386

Values from the calculation:
**Structure (SMILES)**: [H]/N=C/C=C\O.C#N
**HOMO-LUMO gap**: 9.6 eV
**ΔE to the lowest compared entry with this formula, charge and spin**: 76.52 kcal per mole
**Highest occupied orbital energy**: -8.7723 eV

A 2-piece molecular cluster, C4H11NO3 overall, computed with the ωB97M-V functional and the def2-TZVPD basis.

Element x y z (Å)
O1 0.398 -1.464 2.146
O2 -1.138 1.960 -0.061
O3 -0.153 0.812 2.089
N1 0.272 -0.832 -0.755
C1 0.719 -0.245 1.815
C2 1.190 -0.198 0.261
C3 -1.055 -1.224 -0.249
C4 0.139 -0.020 -1.948
H1 -0.403 -0.516 -2.772
H2 -0.444 0.909 -1.783
H3 -0.833 2.869 -0.162
H4 1.124 0.157 -2.381
H5 -0.624 1.407 1.418
H6 2.171 -0.686 0.314
H7 1.251 0.869 0.079
H8 -1.627 -0.289 -0.049
H9 -1.022 -1.801 0.680
H10 -1.583 -1.816 -1.017
H11 1.616 0.109 2.374

Values from the calculation:
**⟨S²⟩**: 0.756
**HOMO-LUMO gap (spin up / spin down)**: 7.8 / 5.9 eV
**ΔE to the lowest compared entry with this formula, charge and spin**: 37.81 kcal per mole
**Highest occupied orbital energy (spin up / spin down)**: -3.7034 / -3.7010 eV
**2S+1**: 2
**Total charge**: -1

The molecule C5H14N2O, computed with the ωB97M-V functional and the def2-TZVPD basis.

Element x y z (Å)
O1 3.536 -0.036 -1.915
N1 -2.309 0.371 1.162
N2 0.915 -0.137 0.149
C1 3.150 0.349 -0.597
C2 -3.744 0.553 0.852
C3 -1.510 0.269 -0.041
C4 2.212 -0.867 -0.325
C5 -0.324 -0.769 0.137
H1 -0.846 1.194 -0.336
H2 -0.675 -1.460 1.011
H3 -1.918 1.122 1.806
H4 -4.079 1.429 0.418
H5 -4.358 0.534 1.862
H6 2.524 -1.701 0.296
H7 1.984 -1.275 -1.326
H8 2.602 1.348 -0.887
H9 -2.079 -0.027 -0.894
H10 1.111 0.378 1.083
H11 3.898 0.244 0.128
H12 -4.083 -0.250 0.131
H13 4.416 0.087 -1.935
H14 -0.424 -1.356 -0.778

Values from the calculation:
**Structure (SMILES)**: CNCCNCCO
**HOMO-LUMO gap**: 9.4 eV
**ΔE to the lowest compared entry with this formula, charge and spin**: 108.24 kcal per mole
**Highest occupied orbital energy**: -8.4210 eV

A 2-piece molecular cluster, C4H10O overall, computed with the ωB97M-V functional and the def2-TZVPD basis.

Element x y z (Å)
O1 1.142 -0.182 0.518
C1 0.651 -0.833 -2.271
C2 -1.016 0.221 1.262
C3 -0.613 1.541 1.840
C4 -0.170 -0.546 0.595
H1 -0.097 -1.599 -2.435
H2 -1.991 -0.209 1.465
H3 0.874 -0.371 -3.226
H4 -0.421 1.455 2.916
H5 -1.405 2.279 1.694
H6 0.304 1.917 1.372
H7 0.008 -0.105 -1.634
H8 -0.497 -1.501 0.178
H9 1.646 -1.363 -2.121
H10 1.584 -0.705 -0.154

Values from the calculation:
**Structure (SMILES)**: C/C=C\O.C
**HOMO-LUMO gap**: 9.5 eV
**ΔE to the lowest compared entry with this formula, charge and spin**: 39.23 kcal per mole
**Highest occupied orbital energy**: -8.5950 eV

C15H41CuN3O9S as an isolated structure, computed with the ωB97M-V functional and the def2-TZVPD basis.

Element x y z (Å)
Cu1 -7.309 -17.632 -17.189
S1 -8.408 -17.799 -14.526
O1 -6.921 -17.552 -14.625
O2 -7.097 -23.546 -16.767
O3 -11.139 -20.184 -18.593
O4 -8.871 -18.483 -15.793
O5 -5.690 -19.037 -17.915
O6 -9.086 -16.472 -14.426
O7 -8.772 -18.620 -13.349
O8 -10.879 -16.075 -20.292
O9 -6.879 -15.418 -16.997
N1 -8.816 -16.611 -18.437
N2 -4.878 -19.101 -15.092
N3 -9.427 -21.297 -16.477
C1 -4.919 -18.503 -18.904
C2 -8.538 -15.984 -19.688
C3 -11.714 -21.165 -19.345
C4 -3.840 -19.458 -19.390
C5 -9.209 -15.741 -17.331
C6 -9.722 -15.244 -20.282
C7 -8.125 -14.771 -16.961
C8 -8.454 -21.906 -15.648
C9 -5.757 -17.962 -20.075
C10 -9.094 -21.340 -17.921
C11 -6.993 -24.849 -17.127
C12 -8.205 -23.368 -15.940
C13 -11.566 -16.141 -21.507
C14 -5.869 -14.492 -16.828
C15 -9.731 -20.187 -18.667
H1 -8.740 -21.806 -14.597
H2 -12.788 -21.020 -19.328
H3 -3.066 -19.504 -18.618
H4 -10.005 -14.336 -19.736
H5 -10.140 -15.172 -17.510
H6 -9.085 -23.908 -16.314
H7 -3.900 -18.815 -14.937
H8 -12.141 -17.062 -21.469
H9 -4.382 -17.580 -18.554
H10 -10.961 -16.051 -22.418
H11 -6.354 -17.111 -19.739
H12 -7.958 -23.841 -14.972
H13 -8.220 -16.741 -20.405
H14 -9.455 -20.233 -19.735
H15 -9.432 -22.310 -18.335
H16 -9.385 -19.230 -18.260
H17 -7.248 -25.513 -16.299
H18 -5.140 -17.676 -20.933
H19 -7.691 -25.000 -17.962
H20 -4.226 -20.470 -19.527
H21 -4.917 -15.026 -16.826
H22 -11.503 -22.143 -18.885
H23 -12.271 -15.289 -21.578
H24 -9.497 -14.948 -21.317
H25 -7.477 -21.374 -15.641
H26 -8.358 -14.446 -15.942
H27 -6.451 -18.745 -20.414
H28 -3.402 -19.111 -20.328
H29 -5.892 -13.686 -17.565
H30 -8.170 -13.915 -17.654
H31 -11.314 -21.192 -20.368
H32 -4.967 -19.361 -16.188
H33 -5.994 -25.035 -17.508
H34 -8.002 -21.355 -18.105
H35 -5.519 -18.256 -14.802
H36 -9.437 -16.379 -16.472
H37 -7.772 -15.197 -19.688
H38 -9.483 -17.359 -18.564
H39 -5.910 -14.048 -15.819
H40 -5.017 -19.898 -14.474
H41 -9.596 -20.327 -16.231

Values from the calculation:
**HOMO-LUMO gap**: 6.7 eV
**Highest occupied orbital energy**: -4.1750 eV
**Total charge**: -1

The molecule C13H13NO, computed with the ωB97M-V functional and the def2-TZVPD basis.

Element x y z (Å)
O1 -0.570 -1.091 2.428
N1 -0.429 -0.413 1.306
C1 2.813 -0.802 -1.308
C2 -2.647 1.552 -0.812
C3 2.756 -1.755 -0.024
C4 1.886 -1.234 1.095
C5 -3.863 0.674 1.024
C6 -2.734 0.174 1.527
C7 -1.519 0.190 0.811
C8 -0.252 1.217 -0.951
C9 0.850 0.489 -0.532
C10 -3.941 1.156 -0.284
C11 2.223 0.610 -1.155
C12 -1.469 1.045 -0.241
C13 0.761 -0.319 0.706
H1 -0.219 1.775 -1.796
H2 -4.734 0.907 1.615
H3 -2.781 -0.323 2.488
H4 2.421 -0.564 1.654
H5 2.313 0.986 -2.234
H6 3.865 -0.702 -1.563
H7 1.494 -2.137 1.716
H8 -2.558 2.016 -1.833
H9 2.845 1.224 -0.459
H10 2.393 -1.272 -2.170
H11 -4.834 1.262 -0.861
H12 3.727 -2.015 0.338
H13 2.203 -2.651 -0.483

Values from the calculation:
**Structure (SMILES)**: [O-][n+]1c2c(cc3ccccc31)CCCC2
**HOMO-LUMO gap**: 8.0 eV
**ΔE to the lowest compared entry with this formula, charge and spin**: 92.56 kcal per mole
**Highest occupied orbital energy**: -7.9214 eV

Values for maximum force, hartree/bohr, ordered as above
0.128 0.047 0.069 0.051 0.097 0.051 0.056 0.097
Values for E, eV, ordered as above
-209180.151 -125349.267 -9270.184 -11956.408 -10436.334 -6356.102 -94591.449 -17226.432